[1]
The following is a DFT calculation (the ωB97M-V functional and the def2-TZVPD basis) of a 9-piece molecular cluster, C66H78O7 overall.

The geometry in XYZ format:
```
151
Properties=species:S:1:pos:R:3:forces:R:3:mulliken_charge:R:1
C 0.418 -3.756 3.210 0.080 0.211 0.144 -0.9082
C 1.514 -3.788 4.305 -0.200 -0.021 -0.748 -0.8282
C 2.765 -2.957 3.950 0.450 -0.230 0.115 0.0615
C 4.043 -3.752 4.287 -0.252 -0.088 -0.290 -1.9668
C 2.742 -1.551 4.571 -0.548 0.028 0.494 2.9605
C 4.026 -0.701 4.354 -0.041 -0.543 -0.233 -1.7945
C 4.687 -0.756 2.966 0.042 0.253 -0.072 -0.7749
C 4.311 0.315 1.932 0.244 -0.096 -0.194 -0.3550
C 4.274 1.745 2.428 -0.335 0.361 -0.467 -0.6751
O 5.601 2.199 2.744 -0.022 -0.365 0.261 -0.3489
C 5.915 2.157 4.057 0.444 -0.100 0.168 0.1348
O 6.953 1.736 4.474 -0.255 0.300 -0.209 -0.4854
C 2.586 -1.604 6.097 0.210 -0.171 0.310 -0.1774
O 3.149 -2.300 6.892 -0.241 0.178 -0.358 -0.6059
O 1.694 -0.651 6.509 0.133 0.148 0.165 -0.4170
C 1.285 0.162 5.409 -0.178 0.338 -0.393 0.4474
C -0.096 0.739 5.662 -0.098 -0.404 0.036 -1.3427
C -0.680 1.524 4.483 -0.283 0.148 0.086 -0.8848
C -1.444 0.658 3.474 -0.462 0.222 0.374 -0.0613
O -1.096 1.051 2.141 0.686 -0.159 0.027 -0.4438
C -1.068 0.050 1.237 -0.611 -0.540 -0.049 1.0141
C -0.169 0.311 0.068 0.071 0.144 -0.107 -1.1211
O -1.736 -0.951 1.355 0.407 0.336 0.102 -0.5952
C 1.444 -0.798 4.235 0.151 0.210 -0.271 -1.4558
O 1.443 -0.241 2.930 -0.050 0.097 0.165 -0.1096
H -0.579 -3.643 3.640 -0.013 -0.135 -0.043 0.3130
H 0.435 -4.670 2.616 -0.049 0.007 -0.010 0.1894
H 0.554 -2.918 2.522 -0.008 -0.004 0.015 0.1568
H 1.080 -3.470 5.255 0.171 -0.112 0.138 0.2112
H 1.834 -4.825 4.402 -0.056 0.037 0.304 0.6576
H 2.759 -2.821 2.863 -0.056 0.134 0.046 0.5565
H 4.178 -4.518 3.518 -0.003 -0.024 0.077 0.4303
H 4.939 -3.135 4.280 0.035 -0.042 0.137 0.4162
H 3.945 -4.264 5.243 0.125 0.190 0.096 0.4025
H 4.754 -1.084 5.072 -0.004 0.085 0.004 0.4319
H 3.821 0.324 4.665 0.069 0.049 -0.022 0.4747
H 5.767 -0.688 3.121 -0.031 0.022 0.043 0.3966
H 4.517 -1.728 2.502 0.042 0.007 0.062 0.4962
H 5.083 0.297 1.156 -0.073 -0.033 -0.027 0.2899
H 3.377 0.086 1.415 -0.098 0.020 0.244 0.1748
H 3.904 2.393 1.630 0.122 0.014 0.026 0.4266
H 3.599 1.896 3.279 0.144 -0.035 0.114 0.3429
H 5.141 2.596 4.708 -0.141 -0.128 -0.008 0.4079
H 1.967 1.021 5.305 0.150 -0.133 0.023 0.3004
H -0.046 1.376 6.546 0.063 -0.028 -0.023 0.4793
H -0.772 -0.087 5.913 0.005 0.042 0.044 0.4308
H 0.077 2.104 3.948 0.070 -0.019 0.070 0.3689
H -1.376 2.252 4.902 0.093 0.113 -0.106 0.3839
H -1.245 -0.398 3.649 0.073 -0.030 -0.354 0.2120
H -2.520 0.803 3.597 0.008 -0.092 0.028 0.3345
H 0.677 0.942 0.330 -0.037 0.023 0.065 0.1987
H 0.185 -0.649 -0.299 -0.048 0.043 -0.041 0.3343
H -0.729 0.808 -0.727 -0.019 -0.044 0.031 0.3504
H 0.583 -1.468 4.295 0.124 -0.221 -0.057 0.2967
H 1.502 0.718 2.985 -0.022 0.009 -0.010 0.2653
C 7.731 1.600 -2.006 -0.014 0.003 -0.003 -0.4839
C 7.733 0.755 -3.106 0.048 -0.004 0.007 -0.5727
C 7.680 -0.622 -2.929 0.026 -0.005 -0.023 -0.3678
C 7.626 -1.153 -1.648 -0.010 0.011 -0.006 -0.5630
C 7.628 -0.307 -0.547 -0.038 -0.027 0.062 -0.4610
C 7.679 1.069 -0.724 -0.016 0.024 0.014 -0.4724
H 7.768 2.673 -2.146 0.008 0.004 -0.002 0.4079
H 7.776 1.170 -4.106 -0.002 -0.002 -0.009 0.6042
H 7.679 -1.279 -3.790 0.014 0.005 -0.008 0.5520
H 7.579 -2.225 -1.509 0.015 -0.005 0.001 0.4313
H 7.587 -0.720 0.453 0.016 0.000 0.007 0.4835
H 7.676 1.725 0.138 0.001 -0.007 0.011 0.4699
C 2.283 0.119 -5.556 -0.002 0.001 0.010 -0.3471
C 2.679 0.851 -6.667 -0.004 0.000 -0.005 -0.4425
C 3.984 1.312 -6.765 0.005 0.001 -0.001 -0.4790
C 4.893 1.043 -5.751 -0.001 0.002 0.003 -0.3070
C 4.498 0.316 -4.637 -0.067 -0.014 -0.010 0.2181
C 3.193 -0.147 -4.541 -0.007 0.009 -0.009 -0.6359
H 1.267 -0.245 -5.482 -0.005 0.003 0.001 0.3666
H 1.969 1.062 -7.456 -0.002 -0.005 -0.007 0.3549
H 4.293 1.881 -7.632 0.001 0.002 -0.004 0.3664
H 5.912 1.401 -5.830 0.003 0.006 0.002 0.2690
H 5.205 0.109 -3.845 0.009 0.001 0.022 0.2137
H 2.884 -0.717 -3.674 0.002 -0.008 0.002 0.4091
C -6.642 -0.502 2.971 -0.020 0.001 -0.015 -0.7094
C -5.725 0.535 2.861 0.056 0.011 -0.029 -0.1375
C -5.990 1.761 3.457 0.043 -0.024 0.074 -0.6194
C -7.171 1.950 4.163 0.018 -0.001 0.023 -0.3600
C -8.089 0.915 4.269 -0.014 0.003 -0.015 -0.3980
C -7.825 -0.311 3.672 0.000 0.005 -0.009 -0.3334
H -6.433 -1.458 2.509 0.004 -0.002 -0.006 0.4120
H -4.806 0.388 2.307 -0.004 -0.017 -0.003 0.5298
H -5.278 2.572 3.365 -0.003 0.007 -0.010 0.4321
H -7.379 2.907 4.625 0.002 0.000 0.006 0.3732
H -9.012 1.063 4.813 -0.002 -0.001 0.006 0.3861
H -8.541 -1.119 3.755 -0.004 -0.003 0.002 0.4122
C -7.776 5.510 -0.341 0.014 -0.003 0.004 -0.4561
C -7.737 4.918 -1.597 -0.008 0.010 -0.011 0.0049
C -7.630 3.539 -1.712 0.011 0.013 -0.004 -0.4626
C -7.558 2.753 -0.570 0.025 -0.025 -0.023 -0.7639
C -7.594 3.344 0.685 -0.034 0.005 -0.031 -0.1194
C -7.704 4.723 0.800 -0.006 0.005 -0.015 -0.3590
H -7.866 6.586 -0.253 0.004 0.004 -0.002 0.3684
H -7.793 5.533 -2.486 -0.028 0.002 -0.002 0.1248
H -7.604 3.076 -2.690 -0.007 -0.005 -0.002 0.3855
H -7.478 1.677 -0.656 0.010 -0.001 -0.017 0.5381
H -7.538 2.726 1.570 -0.015 -0.007 0.025 0.3189
H -7.734 5.184 1.779 -0.007 0.000 0.003 0.4019
C -9.480 -0.729 -0.725 0.013 -0.001 0.005 -0.2276
C -10.188 0.384 -1.159 -0.018 0.026 0.041 -0.4561
C -10.928 0.323 -2.332 0.007 -0.016 -0.010 -0.4439
C -10.959 -0.852 -3.071 0.008 0.003 -0.003 -0.4233
C -10.248 -1.963 -2.639 -0.001 -0.003 -0.003 -0.3228
C -9.509 -1.902 -1.466 0.004 0.002 0.002 -0.5202
H -8.906 -0.680 0.193 0.004 0.007 0.002 0.4963
H -10.159 1.300 -0.584 -0.006 0.008 -0.005 0.4464
H -11.479 1.191 -2.669 -0.003 0.005 0.002 0.3803
H -11.538 -0.901 -3.984 0.002 0.000 -0.006 0.3615
H -10.270 -2.877 -3.218 -0.004 -0.005 0.000 0.3587
H -8.955 -2.769 -1.129 0.001 -0.006 0.000 0.3637
C 2.507 -7.782 1.251 -0.004 0.008 0.011 -0.3586
C 2.430 -9.076 1.747 0.004 -0.004 0.003 -0.4083
C 1.205 -9.727 1.797 -0.003 0.000 0.000 -0.3629
C 0.058 -9.084 1.356 0.001 0.001 0.008 -0.4047
C 0.134 -7.788 0.865 -0.006 0.002 0.002 -0.3653
C 1.359 -7.138 0.812 0.012 0.040 0.009 -0.3494
H 3.463 -7.275 1.208 0.003 0.003 0.002 0.3746
H 3.324 -9.577 2.093 0.005 -0.005 -0.003 0.3632
H 1.145 -10.737 2.182 0.000 -0.005 0.002 0.3611
H -0.897 -9.592 1.395 -0.005 -0.001 0.005 0.3564
H -0.762 -7.283 0.525 -0.002 0.002 -0.008 0.3715
H 1.419 -6.127 0.428 -0.003 0.000 -0.012 0.4202
C 12.053 -2.571 -5.019 -0.005 0.000 -0.002 -0.3558
C 12.505 -2.219 -6.284 0.004 -0.001 -0.001 -0.4093
C 12.208 -0.967 -6.804 -0.003 0.001 -0.003 -0.3121
C 11.457 -0.067 -6.061 0.000 -0.018 -0.004 -0.5327
C 11.000 -0.421 -4.799 -0.017 0.041 0.006 -0.2104
C 11.298 -1.672 -4.278 -0.008 -0.018 0.006 -0.4618
H 12.288 -3.545 -4.612 -0.003 -0.007 -0.002 0.3619
H 13.090 -2.921 -6.864 0.008 -0.001 0.000 0.3549
H 12.563 -0.693 -7.789 0.002 0.000 -0.004 0.3602
H 11.226 0.910 -6.466 0.000 0.004 -0.002 0.3649
H 10.410 0.277 -4.219 0.007 -0.002 0.017 0.4335
H 10.942 -1.945 -3.292 -0.005 0.008 0.005 0.3987
C -7.943 7.754 -4.656 0.007 -0.012 0.006 -0.3237
C -8.643 8.872 -5.086 -0.008 0.005 0.008 -0.4235
C -9.376 8.823 -6.263 0.001 -0.001 -0.002 -0.3424
C -9.406 7.655 -7.013 0.003 0.003 -0.001 -0.3477
C -8.701 6.538 -6.587 -0.004 -0.009 -0.004 -0.4230
C -7.970 6.587 -5.408 0.002 -0.001 0.017 -0.3117
H -7.375 7.792 -3.735 0.016 0.007 -0.005 0.3845
H -8.618 9.783 -4.502 -0.005 0.002 0.006 0.3524
H -9.924 9.694 -6.597 -0.003 0.004 -0.001 0.3559
H -9.979 7.616 -7.930 0.001 0.001 -0.006 0.3542
H -8.721 5.629 -7.174 -0.004 -0.005 0.000 0.3536
H -7.421 5.715 -5.076 0.006 -0.003 -0.004 0.3885
```
Positions in Å, forces in eV/Å.

HOMO level = -0.340 Ha
electronic energy = -3088.40340 Ha
largest force on an atom = 0.817 eV/Å

=====

[2]
The following is a DFT calculation (the ωB97M-V functional and the def2-TZVPD basis) of a 6-piece molecular cluster, C3H19NO7 overall.

The geometry in XYZ format:
```
30
Properties=species:S:1:pos:R:3:forces:R:3:mulliken_charge:R:1
N -0.883 0.419 -0.504 0.739 0.143 -0.411 -0.3805
C 0.410 -0.308 -0.507 -0.259 -0.447 -0.708 0.4623
C 0.414 -1.372 -1.618 -0.548 -1.245 -0.324 -0.5829
O 0.050 -2.664 -1.107 -0.741 0.914 0.331 -0.5431
C 1.610 0.581 -0.763 -0.334 0.129 0.771 -1.1401
O 1.795 1.636 0.176 0.183 0.334 0.057 -0.5274
H -0.921 0.849 -1.431 -0.291 -0.014 0.171 0.3063
H -1.615 -0.282 -0.472 -0.132 0.133 0.009 0.1814
H 0.472 -0.876 0.424 0.305 0.357 0.040 0.2900
H 1.332 -1.585 -2.159 0.560 0.498 0.302 0.3820
H -0.289 -1.067 -2.406 -0.085 0.065 0.099 0.2661
H -0.734 -2.485 -0.540 0.444 -0.716 -0.308 0.3349
H 1.484 1.104 -1.707 0.088 -0.121 -0.277 0.3889
H 2.479 -0.083 -0.801 0.146 0.220 -0.074 0.3630
H 1.838 1.316 1.081 0.003 -0.361 -0.070 0.3324
O -0.651 3.094 0.547 0.099 0.651 0.277 -0.7257
H -0.982 2.196 0.387 0.404 -0.267 -0.100 0.3278
H 0.319 3.036 0.480 -0.567 -0.362 -0.051 0.3738
O 1.659 -1.741 2.123 0.382 0.207 0.295 -0.5984
H 1.762 -1.570 3.066 -0.010 -0.087 -0.001 0.3019
H 2.569 -1.709 1.792 -0.285 -0.130 -0.063 0.2838
O -2.275 -2.400 0.624 -0.159 0.171 0.016 -0.6499
H -2.402 -1.571 1.109 0.150 -0.019 0.115 0.2965
H -2.733 -3.072 1.137 0.004 -0.061 -0.098 0.2702
O -0.516 3.004 -2.429 -0.031 -0.080 -0.038 -0.6368
H 0.100 3.549 -1.927 0.035 -0.002 -0.050 0.3173
H -1.243 2.921 -1.801 -0.008 0.155 0.011 0.3389
O -1.372 -0.333 2.314 -0.313 -0.055 0.235 -0.6487
H -0.852 0.484 2.303 -0.029 -0.412 -0.055 0.3000
H -0.824 -1.070 2.610 0.248 0.402 -0.101 0.3161
```
Positions in Å, forces in eV/Å.

HOMO level = -0.355 Ha
electronic energy = -707.11607 Ha
largest force on an atom = 1.399 eV/Å
energy above the lowest of the compared OMol25 structures with the same formula, charge and spin = 1.2989 eV

=====

- The highest electronic energy belongs to which entry?
  C3H19NO7